# 1
Density functional theory data (ωB97M-V/def2-TZVPD) for C20H43Cl2N3P2Ru as an isolated structure in a non-equilibrium geometry.

Values from the calculation:
Energy relative to the best compared isomer or geometry (same formula, charge and spin), kJ/mol: 0.80

ORCA input file:
```
! wB97M-V def2-TZVPD RIJCOSX def2/J DEFGRID3
* xyz 0 5
Ru -0.10 0.01 -0.05
Cl -1.33 -1.28 -1.65
P -2.05 1.13 0.45
C -3.60 0.07 0.51
C -2.21 2.31 1.90
C -2.44 2.22 -1.01
C -3.35 -1.34 1.04
H -3.86 -0.01 -0.56
C -4.79 0.69 1.27
H -4.62 0.67 2.35
H -5.67 0.07 1.05
H -5.04 1.71 0.96
H -2.78 -1.93 0.32
H -4.32 -1.84 1.19
H -2.82 -1.34 2.00
H -2.52 1.47 -1.82
C -1.30 3.18 -1.37
C -3.78 2.97 -0.88
H -4.63 2.29 -0.93
H -3.87 3.68 -1.72
H -3.83 3.56 0.05
H -0.31 2.81 -1.04
H -1.46 4.18 -0.95
H -1.26 3.28 -2.46
C -1.92 1.65 3.25
H -3.27 2.61 1.90
C -1.35 3.58 1.77
H -2.47 0.71 3.39
H -2.23 2.34 4.06
H -0.84 1.46 3.38
H -0.33 3.32 1.48
H -1.29 4.06 2.76
H -1.77 4.30 1.06
Cl 1.28 1.63 1.08
H 0.58 0.74 -1.27
P 1.70 -1.24 -1.02
C 1.84 -1.32 -2.89
C 3.46 -0.83 -0.54
C 1.54 -3.09 -0.63
C 1.41 0.02 -3.51
H 1.09 -2.08 -3.15
C 3.20 -1.74 -3.46
H 3.93 -0.92 -3.43
H 3.04 -2.01 -4.52
H 3.64 -2.62 -2.98
H 0.34 0.18 -3.36
H 1.61 0.00 -4.59
H 1.96 0.86 -3.07
H 0.54 -3.28 -1.07
C 1.46 -3.42 0.87
C 2.57 -4.01 -1.29
H 2.48 -4.02 -2.38
H 2.40 -5.03 -0.94
H 3.60 -3.73 -1.02
H 1.71 -2.57 1.52
H 2.13 -4.25 1.14
H 0.44 -3.73 1.14
C 3.82 0.60 -0.96
H 4.08 -1.54 -1.11
C 3.73 -1.06 0.94
H 4.00 0.70 -2.04
H 4.74 0.89 -0.44
H 3.03 1.30 -0.66
H 3.02 -0.49 1.56
H 4.74 -0.70 1.16
H 3.69 -2.12 1.21
N -0.32 -0.89 1.68
C 0.19 -0.91 2.75
N 0.58 -1.13 3.93
C 1.63 -0.59 4.52
N 2.54 -0.17 5.13
*
```

---

# 2
Density functional theory data (ωB97M-V/def2-TZVPD) for C16H28CaCl2F2N3O3 as an isolated structure in a non-equilibrium geometry.

Values from the calculation:
Energy relative to the best compared isomer or geometry (same formula, charge and spin), kJ/mol: 789.52

ORCA input file:
```
! wB97M-V def2-TZVPD RIJCOSX def2/J DEFGRID3
* xyz 1 1
Ca -0.90 2.15 2.43
F 0.01 0.92 -0.25
C -5.08 2.87 -0.78
C -5.21 3.20 0.68
O -4.42 2.91 1.53
N -6.24 4.03 0.86
C -6.74 4.51 2.18
H -4.19 2.23 -0.78
H -4.88 3.71 -1.45
H -5.89 2.30 -1.23
H -6.62 4.52 0.06
H -7.62 5.14 1.99
H -5.96 5.00 2.76
H -7.10 3.71 2.83
C 3.69 -1.28 4.68
C 2.70 -0.75 3.67
O 1.67 -0.16 4.01
N 3.07 -0.74 2.38
C 4.20 -1.41 1.81
H 3.65 -2.37 4.72
H 3.61 -0.96 5.72
H 4.75 -1.07 4.53
H 2.35 -0.38 1.77
H 3.70 -2.22 1.29
H 4.81 -1.97 2.52
H 4.82 -0.71 1.24
C -1.45 -3.37 1.74
C -2.62 -2.36 1.78
O -2.50 -1.26 2.29
N -3.67 -2.83 1.10
C -4.93 -2.13 0.89
H -1.26 -3.71 2.75
H -0.54 -2.91 1.35
H -1.62 -4.17 1.02
H -3.63 -3.79 0.80
H -5.16 -1.96 -0.16
H -4.87 -1.12 1.30
H -5.77 -2.67 1.33
C -0.72 -1.97 -3.61
Cl -1.96 -3.20 -3.33
Cl -0.36 -1.86 -5.32
H -1.07 -0.98 -3.30
H 0.13 -2.18 -2.96
F 5.30 3.25 -2.83
C 5.57 1.99 -3.29
C 6.76 1.80 -3.99
C 7.05 0.56 -4.45
C 6.07 -0.44 -4.48
C 4.91 -0.30 -3.78
C 4.63 0.93 -3.21
H 7.55 2.50 -4.22
H 7.93 0.37 -5.04
H 6.22 -1.33 -5.07
H 4.16 -1.08 -3.73
H 3.66 1.02 -2.74
*
```

---

# 3
Density functional theory data (ωB97M-V/def2-TZVPD) for a 3-piece molecular cluster, CH7O2S overall in a non-equilibrium geometry.

Values from the calculation:
Energy relative to the best compared isomer or geometry (same formula, charge and spin), kJ/mol: 66.82

ORCA input file:
```
! wB97M-V def2-TZVPD RIJCOSX def2/J DEFGRID3
* xyz -1 1
C -1.21 1.31 0.63
S 0.22 0.23 0.93
H -1.55 1.15 -0.38
H -1.95 1.12 1.36
H -0.80 2.27 0.62
H 2.52 1.09 -1.31
H 1.12 0.57 -0.82
O 1.73 0.68 -1.71
H -0.26 -2.92 -0.60
H 0.36 -2.38 0.88
O -0.19 -3.12 0.40
*
```

---

# 4
Density functional theory data (ωB97M-V/def2-TZVPD) for a 2-piece molecular cluster, C10H22 overall in a non-equilibrium geometry.

Values from the calculation:
SMILES: CC(C)(C)C.C1CCCC1
Energy relative to the best compared isomer or geometry (same formula, charge and spin), kJ/mol: 635.66

ORCA input file:
```
! wB97M-V def2-TZVPD RIJCOSX def2/J DEFGRID3
* xyz 0 1
C 2.85 -0.33 1.14
C 2.56 1.17 0.71
C 2.56 0.94 -0.86
C 2.77 -0.57 -1.18
C 2.15 -1.28 0.15
C -2.37 -0.08 0.08
C -3.90 -0.25 0.00
C -2.09 1.55 -0.11
C -1.70 -0.73 -1.17
C -1.50 -0.49 1.34
H 3.95 -0.74 1.32
H 2.19 -0.60 1.90
H 3.66 1.76 0.82
H 1.71 1.34 1.28
H 3.24 1.67 -1.29
H 1.64 1.45 -1.29
H 3.86 -0.94 -1.38
H 2.15 -0.98 -1.88
H 2.40 -2.34 0.26
H 1.06 -0.83 0.10
H -3.95 0.09 1.12
H -4.20 0.58 -0.91
H -4.39 -1.44 -0.17
H -0.98 1.78 -0.03
H -2.33 1.95 -1.06
H -2.58 2.06 0.73
H -0.66 -0.14 -1.32
H -2.42 -0.53 -1.95
H -1.67 -1.88 -1.03
H -2.08 -1.47 1.60
H -0.39 -0.94 0.84
H -1.56 0.21 2.23
*
```